{"formula": "C25H70N2O4Si7", "method": "ωB97M-V/def2-TZVPD", "symbols": ["C", "C", "C", "N", "Si", "C", "C", "O", "N", "C", "C", "H", "H", "H", "H", "H", "H", "H", "H", "H", "H", "H", "H", "H", "H", "H", "H", "C", "Si", "C", "C", "O", "Si", "C", "C", "C", "H", "H", "H", "H", "H", "H", "H", "H", "H", "H", "H", "H", "H", "H", "H", "H", "H", "H", "C", "Si", "C", "C", "O", "Si", "C", "C", "C", "H", "H", "H", "H", "H", "H", "H", "H", "H", "H", "H", "H", "H", "H", "H", "H", "H", "H", "C", "Si", "C", "C", "O", "Si", "C", "C", "C", "H", "H", "H", "H", "H", "H", "H", "H", "H", "H", "H", "H", "H", "H", "H", "H", "H", "H"], "xyz": [[2.70646, -0.30583, 0.40535], [1.76098, 1.01868, 0.46669], [1.14811, 1.54205, -0.91562], [1.55389, 1.51447, 1.66039], [2.03592, 3.21465, 1.81267], [3.87306, 3.56524, 1.42216], [4.18289, 3.85170, -0.10122], [3.95975, 3.04565, -1.02498], [4.82012, 5.14278, -0.44490], [6.24740, 4.77840, -0.73381], [4.29161, 5.70194, -1.72536], [3.62439, -0.15252, -0.23469], [2.96786, -0.59511, 1.47832], [2.03582, -1.14534, 0.00976], [1.65899, 0.94461, -1.74367], [0.02958, 1.35289, -0.97721], [1.33946, 2.63080, -1.14527], [1.84053, 3.57889, 3.23609], [1.13883, 4.11263, 1.05731], [4.56567, 2.76050, 1.81952], [4.14523, 4.52819, 1.98202], [6.87229, 5.71077, -0.94378], [6.34792, 4.11355, -1.66089], [6.72919, 4.18759, 0.11476], [3.27745, 5.28729, -2.01227], [4.99150, 5.56425, -2.60686], [4.15457, 6.84127, -1.57089], [1.87838, 13.98846, -2.52799], [3.46862, 13.01056, -2.32523], [4.17396, 12.65715, -4.02937], [4.69532, 14.08027, -1.39556], [3.17576, 11.58645, -1.51153], [2.26385, 10.20229, -1.67911], [2.53053, 9.03798, -0.23527], [2.73304, 9.29672, -3.25603], [0.43597, 10.62625, -1.75492], [1.17269, 13.45103, -3.16731], [2.07920, 14.96013, -2.98351], [1.40341, 14.15314, -1.55750], [5.06896, 12.03550, -3.95298], [4.44400, 13.58905, -4.53317], [3.44365, 12.13442, -4.65133], [5.65106, 13.56422, -1.27655], [4.31532, 14.33645, -0.40368], [4.87573, 15.00990, -1.94198], [3.57978, 8.74090, -0.16609], [1.92708, 8.13552, -0.36118], [2.24206, 9.51226, 0.70567], [2.48645, 9.89615, -4.13588], [2.19492, 8.34784, -3.32900], [3.80584, 9.08662, -3.27360], [0.21057, 11.21065, -2.65039], [0.14189, 11.21193, -0.88016], [-0.16906, 9.71680, -1.78012], [-4.44663, -2.80326, -1.61354], [-3.87897, -4.48588, -1.00270], [-4.96792, -4.99679, 0.43862], [-4.12688, -5.72202, -2.38975], [-2.28227, -4.42530, -0.52989], [-1.32222, -3.62540, 0.57162], [0.46481, -4.17700, 0.43715], [-1.90985, -3.97068, 2.32123], [-1.37835, -1.77309, 0.27549], [-4.43208, -2.07174, -0.80095], [-5.46465, -2.85873, -2.00408], [-3.79006, -2.44299, -2.40966], [-4.62603, -5.94425, 0.85882], [-6.00442, -5.11832, 0.11265], [-4.94661, -4.24177, 1.22807], [-3.83657, -6.72685, -2.07307], [-3.53160, -5.45022, -3.26480], [-5.17843, -5.74911, -2.68791], [0.55651, -5.24869, 0.62932], [1.07980, -3.64511, 1.16741], [0.86171, -3.96963, -0.55957], [-2.91059, -3.56218, 2.48226], [-1.23491, -3.51489, 3.05031], [-1.94413, -5.04731, 2.50945], [-2.38252, -1.38324, 0.45931], [-1.10176, -1.54363, -0.75725], [-0.68306, -1.25210, 0.93898], [-5.72783, -11.59317, 3.16584], [-4.05166, -12.20576, 2.58136], [-3.00105, -12.59908, 4.08730], [-4.31466, -13.79413, 1.62149], [-3.30667, -11.05093, 1.63949], [-2.76778, -9.47916, 1.76149], [-2.00850, -8.89733, 0.14888], [-1.46461, -9.33628, 3.10578], [-4.19038, -8.32916, 2.18508], [-5.61473, -10.73255, 3.83078], [-6.25606, -12.37795, 3.71090], [-6.34280, -11.28925, 2.31493], [-1.99538, -12.90051, 3.78558], [-3.44672, -13.41455, 4.66313], [-2.91781, -11.72789, 4.74117], [-3.36161, -14.20742, 1.28272], [-4.94624, -13.62065, 0.74692], [-4.80443, -14.54025, 2.25298], [-1.15581, -9.52215, -0.12709], [-1.65916, -7.86602, 0.24636], [-2.74074, -8.93470, -0.66128], [-1.89315, -9.55604, 4.08679], [-1.05088, -8.32473, 3.13405], [-0.64652, -10.03801, 2.92357], [-4.59087, -8.55671, 3.17608], [-4.99777, -8.43467, 1.45561], [-3.85698, -7.28944, 2.18277]], "forces_ev_per_angstrom": [[-1.884, 0.110, 0.408], [0.433, -0.556, 0.955], [0.712, -0.740, -0.273], [1.693, 0.711, -2.612], [-1.016, -0.861, 0.610], [1.281, 1.204, -0.665], [-0.125, -1.514, -1.549], [0.045, 1.620, 2.691], [0.382, -1.235, -0.673], [1.383, -0.267, 0.028], [-0.860, 1.530, -0.443], [-1.174, -0.097, 0.600], [-0.210, 0.636, -1.530], [1.164, 0.936, 0.155], [-0.780, 0.825, 1.010], [1.372, 0.138, 0.351], [-0.165, -1.173, 0.608], [0.162, -0.063, -0.074], [0.234, 0.233, -0.307], [-0.900, 0.717, -0.594], [-0.410, -1.310, -0.693], [-0.972, -1.139, 0.508], [-0.380, 0.782, 1.117], [-0.720, 0.974, -0.860], [1.237, 0.347, 0.471], [-0.814, -0.041, 1.055], [0.261, -1.793, -0.314], [0.067, -0.315, 0.100], [-0.006, 0.161, -0.135], [-0.117, -0.114, 0.227], [-0.125, -0.354, 0.111], [-0.137, 0.002, -0.227], [-0.160, -0.127, -0.050], [0.185, 0.370, -0.069], [0.065, 0.233, 0.133], [0.273, 0.148, -0.005], [-0.018, 0.076, 0.036], [0.011, -0.008, 0.003], [-0.028, 0.031, -0.055], [-0.006, 0.007, -0.063], [-0.014, -0.035, 0.034], [0.060, 0.000, -0.039], [-0.013, 0.053, 0.040], [0.064, 0.007, -0.012], [-0.044, -0.066, -0.009], [-0.034, -0.021, 0.088], [0.009, 0.038, -0.036], [0.043, -0.053, 0.007], [0.038, -0.066, -0.017], [0.015, 0.037, 0.016], [-0.037, -0.019, -0.057], [-0.064, -0.009, 0.043], [-0.047, -0.020, -0.047], [0.029, 0.018, 0.002], [0.291, -0.100, 0.156], [-0.250, 0.026, -0.016], [0.274, 0.108, -0.101], [0.342, 0.077, 0.177], [-0.114, 0.167, 0.144], [0.087, 0.108, 0.174], [-0.323, -0.135, -0.228], [-0.079, -0.050, -0.273], [-0.110, -0.218, -0.121], [-0.023, 0.020, -0.078], [0.006, -0.014, 0.005], [-0.058, 0.040, 0.011], [-0.097, 0.073, -0.018], [0.049, 0.004, 0.002], [-0.037, -0.052, 0.031], [0.001, 0.010, -0.061], [-0.022, -0.065, 0.003], [0.044, 0.040, 0.054], [0.064, 0.023, -0.032], [-0.063, 0.006, -0.002], [0.039, -0.050, 0.028], [0.025, -0.042, 0.060], [-0.021, -0.017, -0.041], [-0.018, 0.035, 0.052], [0.052, 0.072, -0.034], [-0.033, 0.048, 0.023], [-0.023, -0.026, 0.019], [0.260, 0.151, -0.152], [-0.091, -0.101, 0.159], [-0.033, 0.170, -0.219], [0.170, 0.323, -0.138], [-0.051, 0.098, 0.241], [0.070, 0.184, 0.047], [-0.171, -0.361, 0.100], [-0.183, -0.191, -0.105], [0.061, -0.357, -0.010], [-0.076, -0.032, -0.022], [0.012, -0.003, -0.006], [-0.030, 0.000, 0.062], [0.003, -0.002, 0.063], [0.011, 0.035, -0.036], [0.046, -0.048, 0.027], [-0.056, -0.021, -0.029], [0.036, -0.055, 0.002], [0.025, 0.075, 0.007], [-0.024, 0.039, -0.054], [-0.035, -0.015, 0.032], [0.062, 0.005, -0.027], [0.076, 0.014, 0.003], [-0.023, -0.035, -0.011], [0.001, 0.045, 0.054], [-0.042, 0.058, -0.034], [-0.014, 0.056, 0.051], [0.036, -0.067, 0.060]], "orbital_gap_ev": 9.14, "lumo_ev": 0.588, "total_energy_ha": -3431.8796}